DFT (ωB97M-V with the def2-TZVPD basis set) results for a molecular structure, C22H6F15GeN2NiO3S in a non-equilibrium geometry.

Each line ends with the Mulliken charge.
Geometry (Å):
Ni -1.19286 -1.03851 -2.66324  -0.254
N 0.43379 -1.98517 -3.41907  -0.436
C 0.14164 -2.62850 -4.70512  -0.370
C -1.35813 -2.70835 -4.90077  0.457
O -1.84720 -3.52582 -5.68241  -0.739
N -1.97523 -1.75425 -4.21378  0.039
C -3.41283 -1.62171 -4.28889  -0.197
C -3.88023 -0.89902 -3.05326  0.371
O -5.06657 -0.71173 -2.85250  -0.697
O -2.91502 -0.47738 -2.28348  -0.558
H 1.26688 -1.41102 -3.44057  0.184
H 0.55920 -2.66453 -2.67539  0.385
H 0.59078 -3.61520 -4.79864  0.307
H 0.52761 -2.00208 -5.50998  0.194
H -3.91675 -2.58345 -4.37946  0.322
H -3.72176 -0.99636 -5.13192  0.243
F 1.88739 1.84570 -1.07175  -0.296
C 2.74191 1.35160 -0.16314  0.361
C 2.25055 0.67342 0.94076  -0.289
C 3.18932 0.21955 1.84606  0.484
F 2.81567 -0.37827 2.98799  -0.319
C 4.54892 0.38754 1.64921  0.075
F 5.43357 -0.07216 2.54137  -0.303
C 4.99902 1.04629 0.52272  0.736
F 6.30904 1.20809 0.32093  -0.311
C 4.09018 1.55084 -0.38794  -0.121
F 4.52605 2.21548 -1.46305  -0.304
Ge 0.29836 0.26768 0.90748  0.636
S -0.11721 -1.05565 -0.69835  -0.112
C -0.43800 2.08469 1.08505  0.095
C 0.00900 2.90717 2.10214  0.519
F 0.89672 2.44412 2.99851  -0.393
C -0.43693 4.20350 2.25192  0.142
F 0.00847 4.97968 3.24714  -0.315
C -1.36113 4.70274 1.35284  0.601
F -1.80165 5.95604 1.48328  -0.313
C -1.82769 3.91126 0.32175  -0.034
F -2.71508 4.41006 -0.54013  -0.301
C -1.36092 2.61308 0.19906  -0.019
F -1.82374 1.88185 -0.80873  -0.167
C -0.11335 -0.70035 2.59116  -0.377
C -1.05167 -0.30772 3.52896  0.424
F -1.63281 0.89957 3.46153  -0.268
C -1.44326 -1.12188 4.57693  0.044
F -2.34809 -0.70503 5.46868  -0.301
C -0.89354 -2.38062 4.69925  0.631
F -1.26926 -3.18023 5.69946  -0.312
C 0.04904 -2.81074 3.78459  0.009
F 0.58944 -4.02650 3.91324  -0.303
C 0.41694 -1.97156 2.75209  0.483
F 1.34142 -2.42616 1.89749  -0.333

Atomic forces in eV per Å
Ni -0.487 -0.794 -1.428
N -0.209 0.331 0.584
C 0.131 -0.024 -0.096
C -0.097 -0.017 -0.326
O 0.002 0.104 0.020
N -0.120 0.283 0.431
C 0.166 -0.034 -0.150
C -0.061 0.139 0.153
O 0.073 0.076 0.139
O 0.188 0.215 0.583
H -0.005 0.024 0.080
H 0.189 -0.060 -0.064
H 0.028 -0.042 0.054
H 0.054 -0.022 -0.003
H -0.004 -0.045 -0.045
H 0.031 -0.143 -0.155
F -0.004 -0.016 -0.037
C -0.003 -0.033 0.049
C -0.051 -0.121 -0.249
C -0.057 0.099 0.124
F 0.061 -0.012 -0.086
C 0.069 -0.057 0.122
F -0.025 0.017 -0.018
C 0.123 0.023 -0.033
F -0.049 0.021 0.023
C 0.013 0.042 -0.040
F -0.015 -0.029 0.003
Ge 0.168 0.291 0.454
S 0.126 -0.146 0.198
C -0.104 -0.124 -0.210
C -0.034 -0.019 -0.047
F -0.011 -0.011 0.008
C 0.072 0.073 0.103
F -0.013 -0.022 -0.016
C -0.061 0.132 0.003
F 0.022 -0.049 -0.003
C -0.069 0.057 -0.046
F 0.025 -0.017 0.014
C 0.039 -0.070 -0.032
F -0.001 0.061 0.039
C -0.138 -0.090 -0.162
C 0.090 0.034 -0.058
F -0.029 -0.018 -0.018
C -0.071 0.055 0.084
F 0.011 -0.002 -0.025
C -0.037 -0.098 0.095
F 0.035 0.034 -0.024
C 0.058 -0.075 -0.009
F -0.009 0.025 -0.007
C 0.027 0.052 0.044
F -0.038 0.002 -0.023

## Properties
Relative energy (zero: lowest compared OMol25 entry of this formula, charge and spin) = 13.86 kcal per mole
LUMO energy (alpha / beta) = 2.0 / 2.0 eV
Kohn-Sham gap (alpha / beta) = 0.2870 / 0.2875 hartree
HOMO level (alpha / beta) = -0.2141 / -0.2147 Ha
Net charge = -1

DFT (ωB97M-V with the def2-TZVPD basis set) results for 14 unconnected molecules or ions with the total composition C22H72N2O14 in a non-equilibrium geometry.

Each line ends with the Mulliken charge.
Geometry (Å):
C 3.59232 -4.00292 1.51063  -1.013
O 2.55768 -3.10151 1.42122  -0.102
H 3.82475 -4.15338 2.56488  0.312
H 3.62404 -4.92876 0.93625  0.356
H 4.40473 -3.44140 1.04933  0.403
H 2.82235 -2.21375 1.67306  0.114
C 2.59465 2.78818 1.86149  -0.042
O 3.30686 3.54360 0.99195  -0.627
H 1.58801 3.13548 2.09420  0.307
H 2.53924 1.72286 1.63756  -0.462
H 3.35316 2.79074 2.64428  0.361
H 2.76088 4.28727 0.72652  0.453
C 4.61738 -0.74174 3.05516  -0.823
O 3.83220 -0.51360 1.94459  -0.169
H 4.46733 -1.75668 3.42322  0.264
H 5.68382 -0.52875 2.98140  0.352
H 4.24182 -0.07037 3.82737  0.214
H 4.33999 0.11704 1.42879  0.190
C -2.90857 -2.35692 -0.38234  -0.329
O -3.46001 -1.19167 -0.94710  -0.408
H -3.73684 -3.06183 -0.31041  0.468
H -2.20790 -2.81835 -1.07823  0.235
H -2.36149 -2.13435 0.53377  -0.096
H -3.99824 -1.26300 -1.73882  0.279
C -4.19027 2.27853 -1.16368  -0.270
O -3.43320 3.24240 -1.91481  -0.567
H -5.13759 1.96012 -1.59878  0.346
H -3.60861 1.35840 -1.21970  -0.156
H -4.32230 2.56446 -0.12017  0.351
H -3.38044 4.09499 -1.47675  0.287
C 4.57101 0.90224 -1.04279  -0.522
O 4.97218 1.48762 0.19993  -0.603
H 5.32396 0.15962 -1.30680  0.298
H 3.66759 0.29319 -1.01132  0.064
H 4.38687 1.70104 -1.76119  0.386
H 4.29989 2.16268 0.31793  0.316
C 0.93030 0.06995 5.37739  -0.576
O 0.09361 0.42017 4.33357  -0.437
H 1.15919 0.88801 6.06038  0.329
H 0.59343 -0.61876 6.15217  0.281
H 1.80071 -0.44009 4.96465  0.118
H -0.38789 -0.35622 4.03866  0.228
C -4.63543 0.34481 2.31231  -0.069
O -5.96852 -0.14884 2.13696  -0.555
H -4.53333 1.42431 2.20114  0.307
H -4.19016 0.03108 3.25645  0.282
H -4.04568 0.08913 1.43200  -0.161
H -6.03050 -1.05734 2.44092  0.290
C 0.62861 -4.83904 -0.81318  -0.366
O 2.00088 -4.78284 -1.14753  -0.549
H 0.05963 -3.91457 -0.91178  0.020
H 0.14710 -5.71535 -1.24715  0.412
H 0.63381 -5.00261 0.26446  0.182
H 2.33947 -3.99419 -0.71743  0.191
C 0.05099 5.33574 1.11636  0.601
O 1.25393 5.39002 0.84018  -0.741
N -0.73150 4.25706 1.11133  -0.284
N -0.63283 6.46307 1.38996  -0.457
H -0.43583 3.33502 0.82408  0.083
H -1.65968 4.57358 1.35298  0.174
H -1.61078 6.37453 1.15357  0.136
H -0.18962 7.37057 1.40015  0.275
C -0.54521 -3.48228 3.03049  -0.980
C -1.72527 -2.70730 3.54508  1.834
C -3.18471 -3.29776 3.62240  -1.550
O -1.42169 -2.34011 4.90530  -0.584
H -0.61690 -3.53721 1.94423  0.066
H -0.44486 -4.40692 3.59888  0.479
H 0.36997 -2.90028 3.13922  0.095
H -1.81966 -1.82905 2.90644  -0.687
H -3.42415 -3.81285 2.69211  0.345
H -4.06689 -2.67555 3.77309  0.316
H -3.33702 -4.01577 4.42824  0.427
H -2.10468 -1.77679 5.27651  0.382
C 0.46745 -0.58969 0.61746  0.148
C -0.27394 0.70568 0.44140  1.825
C -0.43219 1.19830 -0.99725  -0.972
O -1.54373 0.66765 1.00942  -0.260
H 0.42141 -1.17342 -0.30190  0.235
H 0.08045 -1.26615 1.37952  -0.319
H 1.52614 -0.41050 0.80498  -0.547
H 0.37818 1.45545 0.88939  -0.583
H -0.61962 2.26962 -0.92496  0.250
H -1.30102 0.74778 -1.47711  0.409
H 0.46490 1.17502 -1.61595  -0.021
H -1.98797 -0.09799 0.63787  -0.353
C -1.13818 2.78298 -4.55398  -0.851
C -2.42725 2.51127 -5.25084  0.769
C -2.30590 1.76266 -6.65671  -1.503
O -3.15170 1.60650 -4.36354  -0.563
H -1.44426 3.55173 -3.84445  0.404
H -0.51518 3.12354 -5.38103  0.373
H -0.65239 2.06792 -3.89006  -0.093
H -2.98418 3.41335 -5.50418  0.144
H -1.90069 2.43218 -7.41543  0.422
H -3.31827 1.52597 -6.98409  0.390
H -1.79339 0.80170 -6.70135  0.299
H -3.22666 2.10469 -3.54635  0.316
C 1.86601 -2.18894 -3.31259  -0.992
C 2.33940 -1.14841 -4.33912  0.250
C 1.39896 0.00472 -4.61380  -0.660
O 3.50421 -0.64409 -3.74726  -0.461
H 1.87062 -1.69985 -2.33849  -0.058
H 2.56723 -2.98675 -3.06786  0.454
H 0.90716 -2.66611 -3.51509  0.437
H 2.53197 -1.69953 -5.25961  0.344
H 0.50069 -0.44979 -5.03168  0.371
H 1.87401 0.72202 -5.28306  0.393
H 1.15761 0.55356 -3.70351  -0.323
H 4.21362 -1.19033 -4.09361  0.299

Atomic forces in eV per Å
C 2.731 1.167 0.404
O -3.135 -0.390 -0.818
H 0.256 -0.591 0.017
H -1.340 -0.013 0.097
H 1.028 -0.342 0.272
H 0.560 0.259 -0.097
C 0.592 -1.531 2.317
O 0.658 1.190 -2.980
H 0.300 0.280 0.350
H -0.237 -0.158 -0.771
H -1.151 -0.340 1.674
H -0.330 0.433 -0.343
C -0.144 0.092 2.236
O -0.134 -0.443 -1.236
H 0.152 -0.134 -0.072
H 0.050 -0.156 -0.575
H 0.174 -0.015 0.553
H -0.090 0.637 -0.948
C -0.717 -0.816 -1.730
O 0.465 1.850 0.699
H 0.257 -0.378 0.938
H 0.347 -0.026 -0.010
H -0.476 0.054 0.119
H 0.221 -0.746 0.054
C 0.745 -0.648 0.006
O -0.428 -0.124 -0.105
H -0.280 0.852 -0.257
H 0.201 -0.001 0.459
H -0.009 0.004 -0.088
H -0.250 -0.149 0.050
C 0.251 -0.439 0.099
O -0.439 -0.947 -0.303
H 0.278 0.505 -0.470
H -0.448 0.140 0.484
H 0.407 -0.291 -0.382
H 0.026 0.926 0.564
C 1.081 -0.916 1.209
O -0.983 0.600 -0.210
H 0.408 0.699 -0.870
H -1.052 -0.615 -0.428
H 0.603 0.402 0.224
H -0.033 -0.190 0.073
C 0.152 -0.245 -0.941
O 0.097 0.812 0.186
H -0.969 0.243 0.647
H 0.121 -0.017 -0.125
H 0.352 -0.861 0.205
H 0.253 0.037 0.005
C 0.308 -0.450 1.776
O -0.142 0.163 -1.017
H 0.061 0.118 -0.786
H 0.124 0.315 -0.421
H -0.523 -0.227 0.350
H 0.126 0.181 0.176
C 2.828 0.720 -1.204
O -0.320 -0.553 0.380
N -0.740 0.081 0.243
N -1.367 0.753 0.400
H -0.360 0.263 0.164
H -0.201 -1.728 -0.024
H 0.124 0.961 0.270
H -0.028 -0.428 -0.235
C -0.356 0.055 0.025
C -2.145 0.877 1.405
C 0.477 -1.308 -0.911
O 0.891 0.311 -0.205
H -0.181 -0.873 -0.010
H 0.129 -0.256 -0.547
H -0.053 0.120 0.457
H 0.078 0.542 0.018
H 0.061 -0.240 -0.157
H 0.611 1.153 -0.060
H 0.693 -0.309 0.016
H -0.210 0.011 -0.139
C 0.506 -0.958 -0.813
C 1.018 0.200 -0.995
C 0.171 0.623 0.036
O -0.665 0.464 1.106
H 0.011 -0.145 -0.241
H -0.060 0.410 0.351
H 0.000 -0.081 0.121
H -0.587 0.216 0.835
H -0.449 0.119 -0.175
H 0.199 -0.215 -0.214
H 0.085 -0.587 0.038
H -0.271 0.004 -0.217
C 0.007 1.657 -0.225
C -0.246 -3.928 -1.037
C -0.745 0.553 0.920
O -0.464 0.636 -1.002
H 0.752 0.705 -0.057
H 0.818 0.495 0.692
H -0.338 -0.754 -0.813
H -0.070 0.199 0.476
H 0.225 0.051 0.101
H -0.183 0.131 0.047
H 0.395 0.190 0.541
H -0.126 0.100 0.361
C -0.514 0.112 0.565
C -0.671 -1.108 0.985
C 0.023 -0.565 0.197
O 1.456 0.591 -0.541
H -0.674 0.399 0.092
H 0.329 -0.139 -0.902
H -0.135 0.146 -0.016
H 0.277 0.260 -0.366
H -0.228 0.514 -0.153
H -0.162 -0.161 -0.238
H -0.070 -0.206 0.114
H 0.377 0.162 0.278

## Properties
Relative energy (zero: lowest compared OMol25 entry of this formula, charge and spin) = 2.01 kcal per mole
LUMO energy = 0.0 eV
Kohn-Sham gap = 0.3512 hartree
HOMO level = -0.3515 Ha

The lowest relative energy (zero: lowest compared OMol25 entry of this formula, charge and spin) belongs to which entry?
C22H72N2O14

Number 1 is which compound?
C22H6F15GeN2NiO3S

Look up the relative energy (zero: lowest compared OMol25 entry of this formula, charge and spin) of the first one.
13.86 kcal per mole